Entry 1:
Entry from the Open Molecules 2025 dataset: a single C18H21N7O2S2 molecule (ωB97M-V/def2-TZVPD).

The geometry in XYZ format:
```
50
Properties=species:S:1:pos:R:3:mulliken_charge:R:1
C 1.5427 2.0031 -4.9028 -1.260
H 2.5843 1.7053 -5.0067 0.289
H 1.0369 1.8376 -5.8495 0.440
H 1.5065 3.0653 -4.6689 0.311
C 0.8539 1.1958 -3.8081 -0.560
N 1.4939 1.3921 -2.5352 0.605
C 2.5955 0.7838 -2.0141 0.782
N 2.8218 1.2243 -0.8019 -0.591
N 1.8882 2.1362 -0.5029 -0.504
C 1.0958 2.2278 -1.5357 0.301
S -0.3793 3.1589 -1.5822 -0.251
C -1.0586 2.5206 -0.0181 -0.832
C -1.1388 1.0181 -0.0719 0.444
O -0.7876 0.3406 -1.0055 -0.578
N -1.6332 0.3926 1.0547 0.069
C -2.1289 0.9395 2.1970 0.519
N -2.2222 2.1938 2.4736 0.034
N -2.7591 2.4387 3.6613 -0.857
C -3.0952 1.4051 4.3326 0.570
C -3.7070 1.4220 5.6756 -0.989
H -3.0736 0.8934 6.3867 0.292
H -3.8288 2.4531 5.9950 0.305
H -4.6783 0.9296 5.6558 0.284
S -2.7481 -0.1060 3.4785 -0.182
H -1.6132 -0.6224 1.0018 -0.040
H -0.4106 2.8345 0.8010 0.443
H -2.0425 2.9654 0.1220 0.604
C 3.2643 -0.4289 -2.5719 -1.024
N 2.7558 -1.5447 -1.7866 -0.246
C 1.4679 -1.9595 -1.9938 0.355
O 0.9473 -1.9189 -3.0911 -0.689
C 0.7524 -2.4540 -0.7850 1.151
C 0.9795 -1.8782 0.4607 0.059
C 0.2278 -2.2539 1.5674 -0.311
C -0.7684 -3.2107 1.4079 -0.342
C -1.0090 -3.7795 0.1671 -0.737
C -0.2568 -3.4011 -0.9284 -0.705
H -0.4411 -3.8203 -1.9052 0.484
H -1.7922 -4.5149 0.0576 0.396
H -1.3636 -3.5064 2.2609 0.446
C 0.5115 -1.6430 2.9072 -1.567
H -0.3348 -1.7594 3.5805 0.340
H 1.3717 -2.1357 3.3612 0.407
H 0.7515 -0.5855 2.8102 0.347
H 1.7143 -1.0935 0.5833 0.259
H 3.0849 -1.5447 -0.8319 0.343
H 3.0010 -0.5900 -3.6174 0.323
H 4.3465 -0.3711 -2.4546 0.388
H 0.8594 0.1264 -4.0349 0.222
H -0.1843 1.5181 -3.6953 0.456
```

strongest force on any atom	1.60	eV/Å
ΔE to the lowest compared entry with this formula, charge and spin	33.10	kJ/mol
frontier orbital gap	8.9615	eV
SMILES	CCn1c(CNC(=O)c2cccc(C)c2)nnc1SCC(=O)Nc1nnc(C)s1

***

Entry 2:
Entry from the Open Molecules 2025 dataset: C18H21NO3 as an isolated structure (ωB97M-V/def2-TZVPD).

The geometry in XYZ format:
```
43
Properties=species:S:1:pos:R:3:mulliken_charge:R:1
C 2.7796 -5.3234 0.6688 -0.794
H 3.6856 -4.8268 1.0212 0.386
O 1.8018 -4.2964 0.1095 -0.380
C 1.4134 -3.5261 1.1350 0.185
C 0.7161 -2.5657 0.6043 -0.234
C -0.0108 -1.7109 1.6752 0.585
C 0.2938 -1.7606 3.1586 -1.902
C 1.1079 -2.8162 3.3031 -0.429
C 1.6878 -3.7403 2.4662 -1.040
H 2.3739 -4.3552 2.9093 0.524
H 1.1343 -2.9280 4.4537 0.174
H -0.2619 -1.2212 3.5446 1.025
C -0.8061 -0.5802 1.0618 0.913
O -1.1638 0.4546 1.6782 -0.681
N -1.7087 -0.9976 -0.0513 -0.126
H -1.7420 -1.9056 -0.1579 0.149
C -2.5417 0.0894 -0.5124 -0.806
H -2.5214 0.9411 0.0571 0.588
H -3.7959 -0.3209 -0.6040 0.183
C -2.3981 0.2015 -1.9703 -0.365
H -3.0988 -0.1960 -2.7689 0.363
H -1.5400 -0.4607 -2.1796 0.268
O -2.2772 1.5332 -2.3871 -0.376
C -1.1564 2.2213 -1.7616 0.339
C -1.1175 3.4704 -2.4458 -1.313
C -0.0405 4.4614 -1.8013 0.990
C 1.1967 3.8845 -0.9922 -1.651
C 0.8875 2.4214 -0.8463 0.703
C -0.0037 1.6440 -1.0903 0.128
H 0.0136 0.6771 -0.9565 1.085
C 2.0346 1.7662 -0.0359 -1.691
H 1.7742 1.3433 0.8656 0.366
H 2.5229 1.0089 -0.5180 0.459
H 3.0228 2.5463 0.3175 0.185
H 1.9071 4.4250 -0.6372 0.506
C -0.1882 5.8504 -2.0637 -1.693
H 0.0582 6.3994 -1.2614 0.440
H 0.8129 6.2183 -2.3422 0.335
H -0.8847 6.1440 -2.6118 0.601
H -1.9969 3.9148 -2.6445 0.388
H 0.3325 -2.4050 -0.2319 1.114
H 2.2402 -6.1851 1.5499 0.247
H 3.1615 -5.9699 -0.2241 0.251
```

strongest force on any atom	18.75	eV/Å
ΔE to the lowest compared entry with this formula, charge and spin	1531.92	kJ/mol
frontier orbital gap	7.6772	eV

***

Entry 3:
Entry from the Open Molecules 2025 dataset: a 3-piece molecular cluster, C18H21O12P overall (ωB97M-V/def2-TZVPD).

The geometry in XYZ format:
```
52
Properties=species:S:1:pos:R:3:mulliken_charge:R:1
O 2.9292 -1.3681 -0.3220 -0.484
C 2.2642 -0.7595 0.4603 0.062
O 0.9306 -0.5911 0.3084 -0.286
C 0.3801 0.7387 0.2714 0.249
C 1.3850 1.8551 0.4946 -0.910
C 0.7772 3.2576 0.3974 -0.413
C 1.6108 4.2943 1.1343 -0.794
C 3.0551 4.3890 0.6719 -0.558
O 3.1528 4.4875 -0.7451 -0.545
P -1.0732 0.6175 1.3878 0.555
O -2.0855 -0.3396 0.8829 -0.641
H 2.6712 -0.3621 1.3954 0.415
H -0.0595 0.8604 -0.7206 0.178
H 1.8901 1.7464 1.4542 0.495
H 2.1338 1.7662 -0.2942 0.420
H -0.2251 3.2766 0.8206 0.268
H 0.6832 3.5405 -0.6490 0.326
H 1.5990 4.0491 2.1989 0.332
H 1.1382 5.2704 1.0382 0.380
H 3.6342 3.5411 1.0401 0.278
H 3.5019 5.2916 1.0846 0.359
H 3.4357 3.6425 -1.1066 0.323
H -0.5298 0.2588 2.6364 0.029
H -1.6243 1.8943 1.5877 -0.053
C -7.8378 1.7195 2.3849 -1.038
C -7.5794 0.4211 2.5954 0.287
C -6.1759 -0.1453 2.5498 1.021
O -6.0653 -1.3346 2.7781 -0.625
C -5.0758 0.7490 2.2451 -0.819
C -5.3391 2.0437 2.0365 0.456
C -6.7353 2.6135 2.1004 0.925
O -6.8452 3.8112 1.9036 -0.645
O -4.4104 2.9535 1.7569 -0.541
O -8.5047 -0.4844 2.8657 -0.570
H -8.8364 2.1310 2.4197 0.425
H -4.0748 0.3453 2.1925 0.339
H -4.8916 3.8000 1.6597 0.374
H -8.0280 -1.3323 2.9739 0.385
C 4.3100 -5.9091 -4.4814 -1.047
C 3.4220 -4.9123 -4.5983 0.353
C 3.2647 -3.8370 -3.5442 1.059
O 2.4385 -2.9739 -3.7767 -0.645
C 4.0901 -3.9005 -2.3549 -1.091
C 4.9764 -4.8985 -2.2404 0.409
C 5.1472 -5.9614 -3.3015 0.974
O 5.9938 -6.8118 -3.0909 -0.640
O 5.7849 -5.0573 -1.2024 -0.584
O 2.6078 -4.7613 -5.6299 -0.575
H 4.4304 -6.6778 -5.2313 0.417
H 3.9590 -3.1360 -1.6015 0.650
H 6.3147 -5.8566 -1.3950 0.375
H 2.0854 -3.9551 -5.4417 0.384
```

strongest force on any atom	0.97	eV/Å
ΔE to the lowest compared entry with this formula, charge and spin	0.00	kJ/mol
frontier orbital gap	8.1416	eV
SMILES	O=CO[C@H](CCCCO)[PH2]=O.O=C1C=C(O)C(=O)C=C1O.O=C1C=C(O)C(=O)C=C1O

***

Entry 4:
Entry from the Open Molecules 2025 dataset: an isolated ion of composition C18H22BCl4O4 and charge -1 (ωB97M-V/def2-TZVPD).

The geometry in XYZ format:
```
49
Properties=species:S:1:pos:R:3:mulliken_charge:R:1
Cl -1.8314 -2.2566 3.7667 -0.365
B -0.3920 -1.6683 2.7513 0.871
Cl -0.7279 -0.0629 1.8756 -0.356
Cl 1.0814 -1.2143 3.9431 -0.370
O -0.0211 -2.7355 1.8420 -0.511
C 1.1590 -2.5558 1.1529 -0.867
C 0.9705 -2.1947 -0.3041 0.418
C 2.1237 -1.9164 -1.0289 -0.330
C 2.0180 -1.4054 -2.3141 -0.766
C 0.7438 -1.2538 -2.8847 0.448
Cl 0.5973 -0.6753 -4.4907 -0.260
C -0.4120 -1.5976 -2.1669 -0.956
C -0.2993 -2.0716 -0.8586 0.074
H 1.8099 -1.8132 1.6275 0.694
H 3.0912 -2.1162 -0.5729 0.378
H 2.9085 -1.1607 -2.8812 0.399
H -1.3909 -1.5010 -2.6253 0.389
H -1.1677 -2.3259 -0.2519 0.517
C 0.8386 -5.6578 4.7805 -1.404
C 1.2284 -4.6711 3.7348 0.515
O 0.9317 -5.3932 2.4559 -0.270
C 1.2072 -4.8606 1.3076 0.675
C 0.6418 -5.4407 0.1750 0.173
C 1.2142 -5.2380 -1.1550 1.177
O 2.2748 -4.6519 -1.3800 -0.703
C 0.5070 -5.9458 -2.3062 -1.162
C 1.2951 -7.1580 -2.8221 -0.665
C 1.5864 -8.3102 -1.8556 -0.787
C 2.1110 -7.9540 -0.4508 -0.676
C 1.0263 -7.9126 0.6289 -0.759
C 0.0040 -6.7618 0.4708 -1.774
O 1.9682 -3.7645 1.2593 -0.515
H 0.9463 -5.1977 5.7625 0.435
H -0.2034 -5.9613 4.6492 0.295
H 1.4947 -6.5281 4.7198 0.346
H 0.5965 -3.7828 3.7569 -0.414
H 2.2876 -4.4021 3.7198 0.320
H -0.5250 -6.1964 -2.0252 0.484
H 0.4572 -5.2082 -3.1220 0.349
H 0.7403 -7.5697 -3.6744 0.382
H 2.2454 -6.7817 -3.2251 0.310
H 0.6990 -8.9544 -1.7681 0.347
H 2.3625 -8.9232 -2.3395 0.299
H 2.8439 -8.7200 -0.1558 0.461
H 2.6650 -7.0048 -0.4922 0.295
H 0.4609 -8.8569 0.6262 0.505
H 1.5139 -7.8269 1.6128 0.261
H -0.5731 -6.6727 1.3991 0.522
H -0.6935 -7.0009 -0.3397 0.577
```

strongest force on any atom	2.73	eV/Å
charge	-1
ΔE to the lowest compared entry with this formula, charge and spin	0.00	kJ/mol
frontier orbital gap	8.2315	eV